Entry 1:
A cluster of 5 separate species, C25H30N2O16 in total at a distorted geometry, computed with the ωB97M-V functional and the def2-TZVPD basis.

Computed properties:
Orbital gap in eV: 9.3995
DFT total energy in eV: -62151.3580
Molecular weight in g/mol: 614.5
Net charge: 0

Structure (XYZ):
```
73
Properties=species:S:1:pos:R:3:forces:R:3
N 1.723 -1.919 1.001 -0.5 0.1 -0.5
C 1.637 -2.185 -0.406 0.7 0.3 1.4
C 0.624 -2.967 -0.899 -1.1 -0.9 0.6
C 0.473 -3.242 -2.231 -0.1 -0.2 -1.1
C 1.362 -2.708 -3.147 -0.3 -0.5 -0.7
C 2.350 -1.934 -2.645 2.3 1.6 0.2
C 2.537 -1.651 -1.295 -0.2 -0.3 0.0
C 3.751 -0.773 -1.084 -0.4 -0.7 -0.5
O 4.378 -0.528 -0.087 -0.6 0.0 -0.5
N 4.042 -0.258 -2.407 -0.2 0.1 1.4
C 3.480 1.143 -2.362 1.4 0.5 -1.0
C 2.727 1.570 -3.624 -0.9 0.5 0.4
C 1.208 1.336 -3.494 -0.2 0.0 0.4
C 0.623 2.149 -2.331 0.5 0.0 0.2
O 0.342 1.263 -1.201 -0.3 0.3 -0.1
C -0.352 1.909 -0.241 -1.2 -0.3 0.7
O -1.458 1.569 0.101 0.8 0.0 -0.2
C 3.458 -1.177 -3.330 0.1 0.2 -1.1
O 3.904 -1.281 -4.448 -0.8 -0.2 0.4
H 1.930 -0.931 1.083 0.3 -0.1 0.5
H 2.457 -2.467 1.433 0.1 0.1 0.1
H -0.091 -3.403 -0.211 0.1 0.2 0.2
H -0.317 -3.871 -2.621 -0.1 0.0 0.3
H 1.296 -2.881 -4.214 -0.1 -0.1 0.0
H 2.897 1.263 -1.444 -0.3 0.0 -0.3
H 4.338 1.812 -2.258 0.0 -0.2 0.1
H 3.138 1.169 -4.550 0.1 -0.2 0.2
H 2.838 2.659 -3.691 0.2 -0.1 -0.1
H 0.663 1.633 -4.393 0.3 -0.1 -0.1
H 0.962 0.290 -3.286 0.1 0.0 -0.2
H 1.362 2.878 -1.967 -0.2 0.1 -0.2
H -0.305 2.665 -2.583 0.3 -0.2 -0.1
H 0.124 2.753 0.294 0.4 -0.1 -0.6
C -4.658 1.407 1.731 0.0 0.1 -0.3
C -3.464 0.737 2.357 0.4 -0.1 -0.1
O -3.737 0.864 3.760 -0.3 0.0 -0.1
C -5.076 1.004 3.907 0.0 0.0 0.0
O -5.645 0.967 4.950 0.0 -0.1 0.1
O -5.682 1.194 2.709 0.2 0.0 0.1
H -4.936 0.966 0.776 -0.2 0.0 0.1
H -4.512 2.481 1.597 0.0 0.0 0.1
H -3.397 -0.323 2.106 -0.1 0.0 0.0
H -2.530 1.221 2.097 0.0 0.0 0.2
C 6.418 -3.112 -2.989 -0.2 0.1 -0.3
C 7.892 -2.882 -2.761 0.2 0.2 -0.2
O 8.083 -3.386 -1.437 -0.2 -0.1 -0.1
C 7.093 -4.282 -1.186 0.0 0.0 0.1
O 7.059 -4.999 -0.243 0.0 0.0 0.1
O 6.149 -4.247 -2.161 0.2 0.1 0.1
H 6.181 -3.324 -4.028 -0.1 -0.1 0.1
H 5.809 -2.275 -2.649 0.1 0.0 0.0
H 8.517 -3.455 -3.451 0.0 0.0 0.0
H 8.169 -1.833 -2.821 0.0 0.0 0.2
C -3.885 -1.022 7.355 0.2 0.5 -0.2
C -5.082 -1.900 7.107 -0.2 0.0 -0.2
O -4.752 -3.084 7.839 0.1 0.2 0.1
C -3.865 -2.738 8.810 0.0 0.0 0.0
O -3.520 -3.454 9.690 0.0 -0.1 0.1
O -3.426 -1.465 8.635 -0.2 -0.3 -0.1
H -4.139 0.035 7.379 0.1 0.0 0.1
H -3.091 -1.180 6.623 0.0 0.0 0.0
H -6.003 -1.475 7.511 0.0 0.0 0.0
H -5.227 -2.120 6.052 0.0 -0.2 0.1
C -4.754 4.741 -0.807 -0.2 0.1 0.2
C -5.000 5.145 -2.241 -0.3 0.1 -0.1
O -3.675 5.196 -2.777 0.0 -0.1 0.2
C -2.890 4.396 -2.020 0.0 0.0 0.0
O -1.775 4.092 -2.302 -0.1 0.1 0.1
O -3.539 3.989 -0.903 0.0 0.1 -0.2
H -5.555 4.131 -0.396 0.1 -0.1 0.0
H -4.587 5.598 -0.152 0.0 0.0 0.0
H -5.576 4.401 -2.794 0.0 0.0 0.0
H -5.491 6.110 -2.330 0.2 0.1 -0.1
```
Positions in Å, forces in eV/Å.

These are the Löwdin partial charges, in e, on atoms 1 to 5: atom 1 (N): 0.10, atom 2 (C): -0.25, atom 3 (C): -0.01, atom 4 (C): -0.04, atom 5 (C): -0.01

---

Entry 2:
A structure of composition C25H30N7NaO2 at a distorted geometry, computed with the ωB97M-V functional and the def2-TZVPD basis.

Computed properties:
Orbital gap in eV: 7.7470
DFT total energy in eV: -45357.6736
Molecular weight in g/mol: 483.6
Net charge: 0

Structure (XYZ):
```
65
Properties=species:S:1:pos:R:3:forces:R:3
Na -0.422 -0.073 0.281 0.0 1.3 -0.3
C -1.676 0.493 3.306 0.0 -0.1 0.0
C -0.197 0.559 3.469 0.0 0.1 0.7
C 0.366 0.504 4.745 0.1 0.0 -0.1
C 1.739 0.523 4.865 -0.1 0.0 -0.1
C 2.507 0.571 3.716 0.0 0.0 -0.2
C 1.867 0.631 2.476 0.0 0.0 0.9
N 0.541 0.664 2.379 0.1 0.0 -0.3
C 2.629 0.602 1.213 0.8 -0.1 -0.2
C 4.027 0.526 1.226 -0.2 0.1 -0.1
C 4.705 0.480 0.025 -0.2 0.0 0.0
C 3.980 0.501 -1.151 -0.2 0.0 0.0
C 2.584 0.543 -1.088 0.9 0.1 0.2
N 1.945 0.609 0.075 -0.2 -0.1 0.0
C 1.778 0.513 -2.329 0.0 0.0 -0.8
C 2.370 0.312 -3.582 0.0 0.0 0.2
C 1.570 0.313 -4.711 0.0 0.0 0.2
C 0.209 0.484 -4.564 0.1 0.0 0.1
C -0.307 0.648 -3.279 -0.1 0.0 -0.6
C -1.773 0.753 -3.053 -0.1 -0.1 -0.1
N 0.465 0.679 -2.206 0.1 -0.2 0.5
H -2.108 -0.100 4.108 -0.1 0.0 0.0
H -1.911 0.051 2.343 -0.2 0.0 0.1
H -2.105 1.494 3.348 -0.1 0.0 0.0
H -0.265 0.420 5.616 -0.1 0.0 0.0
H 2.213 0.470 5.837 0.0 0.0 0.0
H 3.580 0.539 3.817 0.0 0.0 -0.1
H 4.584 0.501 2.146 0.0 0.0 0.1
H 5.784 0.426 0.004 0.0 0.0 0.0
H 4.501 0.476 -2.093 0.0 0.0 -0.1
H 3.429 0.144 -3.699 0.0 0.0 0.1
H 2.013 0.179 -5.689 0.0 0.0 0.0
H -0.449 0.484 -5.419 -0.1 0.0 -0.1
H -2.318 0.849 -3.988 -0.1 0.0 -0.1
H -1.995 1.598 -2.407 0.0 0.1 0.0
H -2.072 -0.169 -2.555 -0.2 -0.1 0.0
N -2.878 0.720 0.239 0.0 -0.5 0.0
C -3.772 1.855 0.358 -0.3 0.5 -0.1
C -3.080 3.178 0.022 0.1 -0.2 0.3
C -1.738 3.352 0.734 -0.3 0.4 -0.1
N -0.686 2.640 0.032 0.1 0.0 -0.2
H -2.521 0.661 -0.704 -0.1 -0.1 -0.1
H -3.390 -0.138 0.414 0.0 -0.1 -0.1
H -4.116 1.898 1.396 -0.1 0.0 0.0
H -4.666 1.763 -0.284 0.1 0.0 0.2
H -3.747 3.996 0.303 0.0 0.0 -0.1
H -2.911 3.248 -1.055 0.0 0.1 -0.1
H -1.816 2.932 1.737 0.0 0.1 0.1
H -1.525 4.432 0.830 -0.1 -0.2 0.1
H 0.122 2.526 0.626 0.2 -0.1 0.1
H -0.386 3.166 -0.781 0.0 -0.1 0.0
C -0.820 -4.556 -2.341 -0.1 0.1 -0.4
N -0.554 -4.028 -1.029 -0.2 0.2 0.1
C 0.104 -4.770 -0.101 0.2 -0.1 0.4
C 0.445 -4.262 1.092 0.1 -0.1 0.0
C 0.132 -2.862 1.370 0.1 -0.3 0.2
O 0.508 -2.291 2.394 0.2 -0.1 0.4
N -0.596 -2.194 0.444 0.0 -0.2 0.6
C -0.935 -2.705 -0.721 -0.1 -0.7 -0.5
O -1.575 -2.070 -1.564 -0.3 0.3 -0.6
H -0.910 -5.643 -2.296 0.0 0.1 0.0
H -0.015 -4.292 -3.036 -0.1 -0.1 0.0
H -1.747 -4.116 -2.707 0.1 -0.1 0.0
H 0.329 -5.793 -0.388 0.0 0.1 0.0
H 0.957 -4.849 1.836 0.0 0.0 0.0
```
Positions in Å, forces in eV/Å.

These are the Löwdin partial charges, in e, on atoms 1 to 5: atom 1 (Na): 0.25, atom 2 (C): -0.02, atom 3 (C): -0.31, atom 4 (C): -0.01, atom 5 (C): -0.05

---

Entry 3:
A structure of composition C25H31BrN4O5PPt, computed with the ωB97M-V functional and the def2-TZVPD basis.

Computed properties:
Orbital gap in eV: 5.6735
DFT total energy in eV: -125179.7040
Molecular weight in g/mol: 773.5
Net charge: +3
Energy relative to the best compared isomer or geometry (same formula, charge and spin) in kcal per mole: 0.0

Structure (XYZ):
```
68
Properties=species:S:1:pos:R:3:forces:R:3
Pt 0.868 -0.507 0.060 0.0 0.6 -0.7
O -2.909 -2.215 -1.838 0.0 0.0 -0.1
C -3.676 -1.862 -0.796 -0.1 0.0 0.1
C -5.040 -2.116 -0.918 0.0 0.0 0.0
C -5.899 -1.793 0.106 0.0 0.0 0.0
C -5.433 -1.202 1.293 0.0 0.0 0.0
C -4.102 -0.936 1.427 0.0 0.0 0.0
C -3.185 -1.247 0.387 0.0 0.0 -0.1
C -1.812 -0.899 0.554 -0.1 0.0 0.0
O -0.932 -1.248 -0.392 0.0 0.1 0.1
N -1.419 -0.212 1.632 0.0 0.0 0.1
N -0.111 0.003 1.669 0.1 -0.4 0.0
C 0.597 0.511 2.621 -0.1 0.0 0.0
C 2.011 0.718 2.332 0.0 0.0 0.0
C 2.897 1.275 3.231 0.1 0.0 0.0
C 4.229 1.433 2.855 0.0 0.0 0.0
C 4.635 1.032 1.593 0.0 0.0 0.0
C 3.701 0.482 0.728 0.0 0.0 -0.1
N 2.427 0.330 1.089 0.0 -0.1 0.0
H -1.975 -2.136 -1.607 0.0 0.0 0.0
H -5.393 -2.584 -1.827 0.0 0.0 0.0
H -6.954 -2.009 -0.003 0.0 0.0 0.0
H -6.123 -0.966 2.089 0.0 0.0 0.0
H -3.723 -0.485 2.334 0.0 0.0 0.0
H 0.128 0.764 3.564 0.0 0.0 0.0
H 2.553 1.578 4.211 0.0 0.0 0.0
H 4.939 1.865 3.547 0.0 0.0 0.0
H 5.661 1.137 1.271 0.0 0.0 0.0
H 3.965 0.157 -0.270 0.0 0.0 0.0
C 2.408 -5.682 2.141 0.0 0.0 0.0
C 2.252 -4.730 0.994 0.0 0.0 0.0
C 2.545 -5.092 -0.320 0.0 0.0 0.0
C 2.395 -4.190 -1.371 0.0 0.0 -0.1
C 1.940 -2.947 -1.029 0.1 -0.1 0.0
Br 1.701 -1.486 -2.256 0.1 0.1 0.3
N 1.638 -2.560 0.204 -0.1 0.0 0.3
C 1.791 -3.433 1.207 0.0 -0.1 0.0
H 2.785 -6.644 1.803 0.0 0.0 0.0
H 1.451 -5.848 2.637 0.0 0.0 0.0
H 3.104 -5.287 2.883 0.0 0.0 0.0
H 2.898 -6.094 -0.533 0.0 0.0 0.0
H 2.626 -4.455 -2.393 0.0 0.0 0.0
H 1.528 -3.084 2.198 0.0 0.0 0.0
C -2.609 1.768 -3.284 0.0 0.0 0.0
C -1.424 0.991 -2.792 0.1 0.0 0.1
O -1.062 1.519 -1.439 0.0 0.1 0.0
P 0.297 1.604 -0.726 -0.1 -0.4 -0.1
O 0.190 2.673 0.370 0.0 0.0 0.1
C -1.052 3.336 0.917 0.1 -0.1 -0.1
C -0.711 4.765 1.215 0.0 0.0 0.0
O 1.512 1.895 -1.635 -0.1 0.0 0.0
C 1.906 3.274 -2.113 0.0 0.0 0.0
C 0.948 3.779 -3.153 0.0 0.0 0.0
H -2.928 1.341 -4.236 0.0 0.0 0.0
H -2.365 2.816 -3.448 0.0 0.0 0.0
H -3.442 1.690 -2.587 0.0 0.0 0.0
H -0.544 1.111 -3.423 0.0 0.0 0.0
H -1.650 -0.061 -2.638 0.0 0.0 0.0
H -1.314 2.757 1.800 0.0 0.0 0.0
H -1.822 3.222 0.158 0.0 0.0 0.0
H 0.150 4.838 1.878 0.0 0.0 0.0
H -1.563 5.219 1.723 0.0 0.0 0.0
H -0.521 5.331 0.305 0.0 0.0 0.0
H 2.906 3.109 -2.500 0.0 0.0 0.0
H 1.947 3.899 -1.224 0.0 0.0 0.0
H 0.878 3.094 -3.997 0.0 0.0 0.0
H 1.329 4.727 -3.536 0.0 0.0 0.0
H -0.044 3.969 -2.740 0.0 0.0 0.0
```
Positions in Å, forces in eV/Å.

These are the Löwdin partial charges, in e, on atoms 1 to 5: atom 1 (Pt): 1.28, atom 2 (O): 0.10, atom 3 (C): -0.23, atom 4 (C): 0.03, atom 5 (C): 0.00